# 1
Density functional theory data (ωB97M-V with the def2-TZVPD basis set) for C41H51CsN8O6S4 as an isolated structure in a non-equilibrium geometry.

Element x y z (Å)
Cs (-1.37, -0.42, 1.28)
C (5.05, -3.90, -2.31)
C (3.60, -4.06, -1.83)
C (3.10, -5.47, -2.18)
C (2.72, -3.05, -2.58)
C (3.53, -3.85, -0.31)
C (4.21, -4.73, 0.54)
C (4.14, -4.61, 1.92)
C (3.36, -3.59, 2.46)
S (3.00, -3.19, 4.11)
C (1.98, -1.83, 3.56)
N (1.95, -1.70, 2.27)
C (2.69, -2.69, 1.63)
C (2.78, -2.83, 0.24)
C (1.24, -0.99, 4.54)
C (1.76, -0.86, 5.85)
C (1.06, -0.12, 6.79)
C (-0.14, 0.50, 6.40)
C (-0.60, 0.37, 5.09)
C (0.05, -0.40, 4.10)
H (5.11, -4.06, -3.39)
H (5.71, -4.62, -1.82)
H (5.41, -2.89, -2.09)
H (2.99, -5.58, -3.27)
H (2.14, -5.67, -1.71)
H (3.81, -6.24, -1.84)
H (2.77, -3.25, -3.66)
H (3.07, -2.02, -2.42)
H (1.67, -3.10, -2.27)
H (4.81, -5.54, 0.12)
H (4.67, -5.30, 2.56)
H (2.21, -2.12, -0.36)
H (2.71, -1.30, 6.11)
H (1.45, 0.00, 7.79)
H (-0.71, 1.07, 7.14)
H (-1.52, 0.90, 4.82)
C (-1.19, -5.49, -5.89)
C (-1.43, -5.01, -4.48)
C (-2.58, -4.31, -4.14)
C (-2.76, -3.80, -2.86)
C (-1.79, -4.02, -1.89)
C (-0.65, -4.77, -2.20)
C (-0.47, -5.25, -3.48)
S (-1.87, -3.20, -0.31)
O (-1.54, -4.22, 0.67)
O (-3.21, -2.65, -0.19)
O (-0.84, -2.17, -0.44)
H (-2.09, -5.40, -6.49)
H (-0.88, -6.54, -5.90)
H (-0.41, -4.90, -6.37)
H (-3.34, -4.14, -4.90)
H (-3.64, -3.22, -2.59)
H (0.08, -4.95, -1.41)
H (0.43, -5.79, -3.73)
S (-2.65, 4.05, -1.61)
C (-1.17, 4.64, -1.23)
N (-0.68, 4.91, -0.02)
C (0.76, 5.17, 0.07)
C (1.14, 5.79, -1.26)
S (0.05, 4.98, -2.46)
H (-1.14, 4.44, 0.76)
H (1.30, 4.25, 0.26)
H (0.96, 5.86, 0.88)
H (2.18, 5.60, -1.52)
H (0.95, 6.86, -1.28)
C (-0.21, 1.51, -3.14)
N (-0.39, 1.67, -4.60)
C (0.16, 0.47, -5.25)
N (-0.48, -0.77, -4.79)
C (-0.30, -0.86, -3.32)
N (-0.86, 0.31, -2.63)
C (-2.29, 0.38, -2.94)
N (-2.53, 0.51, -4.40)
C (-1.84, 1.71, -4.87)
C (-1.92, -0.66, -5.06)
H (-0.64, 2.38, -2.65)
H (0.86, 1.47, -2.92)
H (1.23, 0.41, -5.04)
H (0.02, 0.56, -6.33)
H (0.77, -0.92, -3.10)
H (-0.78, -1.76, -2.95)
H (-2.72, 1.25, -2.44)
H (-2.78, -0.52, -2.57)
H (-2.25, 2.58, -4.36)
H (-2.00, 1.82, -5.94)
H (-2.08, -0.58, -6.14)
H (-2.41, -1.56, -4.69)
C (0.25, 6.68, 4.01)
C (-0.34, 5.75, 5.06)
C (-1.38, 4.74, 4.57)
C (-1.78, 3.90, 5.82)
C (-3.04, 3.04, 5.77)
C (-2.61, 5.46, 4.03)
O (-2.95, 6.58, 4.39)
N (-3.34, 4.73, 3.15)
C (-3.01, 3.39, 2.71)
O (-3.95, 2.74, 2.26)
N (-1.72, 3.00, 2.79)
C (-0.82, 3.75, 3.49)
O (0.40, 3.62, 3.41)
H (0.92, 7.41, 4.47)
H (-0.53, 7.23, 3.48)
H (0.83, 6.08, 3.31)
H (-0.82, 6.35, 5.83)
H (0.46, 5.17, 5.51)
H (-1.88, 4.61, 6.65)
H (-0.91, 3.27, 6.04)
H (-3.93, 3.63, 5.56)
H (-3.18, 2.54, 6.73)
H (-2.96, 2.26, 5.00)
H (-4.22, 5.09, 2.83)

The energy above the lowest of the compared OMol25 structures with the same formula, charge and spin is 1.5710 eV. The value obtained for the HOMO energy is -1.5883 eV. Its net charge is -2. For the total energy, the calculation gives -111444.24415 eV. As for the LUMO energy: 3.541 eV.

Atom charges from the Löwdin analysis, given in e for atoms 1 to 99: atom 1 (Cs): 1.05, atom 2 (C): -0.06, atom 3 (C): -0.55, atom 4 (C): -0.05, atom 5 (C): -0.07, atom 6 (C): -0.18, atom 7 (C): -0.06, atom 8 (C): -0.09, atom 9 (C): -0.50, atom 10 (S): 1.04, atom 11 (C): -0.49, atom 12 (N): 0.11, atom 13 (C): -0.29, atom 14 (C): 0.05, atom 15 (C): -0.31, atom 16 (C): -0.11, atom 17 (C): -0.14, atom 18 (C): -0.13, atom 19 (C): -0.17, atom 20 (C): -0.17, atom 21 (H): 0.08, atom 22 (H): 0.07, atom 23 (H): 0.09, atom 24 (H): 0.08, atom 25 (H): 0.08, atom 26 (H): 0.07, atom 27 (H): 0.09, atom 28 (H): 0.09, atom 29 (H): 0.07, atom 30 (H): 0.10, atom 31 (H): 0.10, atom 32 (H): 0.11, atom 33 (H): 0.07, atom 34 (H): 0.08, atom 35 (H): 0.08, atom 36 (H): 0.05, atom 37 (C): -0.06, atom 38 (C): -0.28, atom 39 (C): -0.06, atom 40 (C): -0.07, atom 41 (C): -0.27, atom 42 (C): -0.06, atom 43 (C): -0.04, atom 44 (S): 0.32, atom 45 (O): -0.32, atom 46 (O): -0.39, atom 47 (O): -0.69, atom 48 (H): 0.07, atom 49 (H): 0.07, atom 50 (H): 0.08, atom 51 (H): 0.11, atom 52 (H): 0.11, atom 53 (H): 0.11, atom 54 (H): 0.10, atom 55 (S): 0.62, atom 56 (C): -1.18, atom 57 (N): -0.03, atom 58 (C): -0.22, atom 59 (C): -0.44, atom 60 (S): 0.91, atom 61 (H): 0.12, atom 62 (H): 0.13, atom 63 (H): 0.10, atom 64 (H): 0.07, atom 65 (H): 0.07, atom 66 (C): -0.19, atom 67 (N): -0.08, atom 68 (C): -0.19, atom 69 (N): -0.08, atom 70 (C): -0.16, atom 71 (N): -0.07, atom 72 (C): -0.15, atom 73 (N): -0.08, atom 74 (C): -0.18, atom 75 (C): -0.18, atom 76 (H): 0.04, atom 77 (H): 0.12, atom 78 (H): 0.12, atom 79 (H): 0.11, atom 80 (H): 0.11, atom 81 (H): 0.10, atom 82 (H): 0.09, atom 83 (H): 0.13, atom 84 (H): 0.10, atom 85 (H): 0.11, atom 86 (H): 0.11, atom 87 (H): 0.10, atom 88 (C): -0.09, atom 89 (C): -0.20, atom 90 (C): -0.29, atom 91 (C): -0.16, atom 92 (C): -0.08, atom 93 (C): -0.43, atom 94 (O): 0.04, atom 95 (N): 0.18, atom 96 (C): -0.59, atom 97 (O): 0.01, atom 98 (N): 0.15, atom 99 (C): -0.46

# 2
Density functional theory data (ωB97M-V with the def2-TZVPD basis set) for C35H58GeN4O4Tl as an isolated structure.

Element x y z (Å)
Tl (-0.14, -0.87, 0.14)
C (2.76, 1.99, 0.26)
O (1.80, 1.89, -0.80)
C (2.41, 1.53, -2.04)
C (2.92, 0.11, -2.15)
O (1.90, -0.87, -1.98)
C (2.35, -2.16, -2.39)
H (3.56, 2.67, -0.01)
H (3.18, 1.01, 0.50)
H (2.23, 2.36, 1.14)
H (3.26, 2.19, -2.23)
H (1.65, 1.70, -2.80)
H (3.74, -0.08, -1.45)
H (3.33, 0.02, -3.16)
H (2.63, -2.15, -3.44)
H (1.53, -2.86, -2.22)
H (3.22, -2.47, -1.80)
N (-2.77, -0.50, 0.23)
C (-3.48, -1.40, -0.72)
C (-3.34, -0.96, -2.16)
C (-1.95, -1.16, -2.76)
N (-0.99, -0.16, -2.25)
H (-3.01, -0.75, 1.18)
H (-3.10, 0.45, 0.08)
H (-4.54, -1.47, -0.46)
H (-3.06, -2.40, -0.61)
H (-3.64, 0.10, -2.26)
H (-4.05, -1.53, -2.76)
H (-2.01, -1.11, -3.85)
H (-1.58, -2.14, -2.49)
H (-1.31, 0.78, -2.43)
H (-0.07, -0.28, -2.68)
C (3.56, -2.79, 2.53)
C (3.17, -2.60, 3.85)
C (2.13, -1.72, 4.12)
C (1.51, -1.05, 3.08)
N (1.88, -1.25, 1.81)
C (2.88, -2.10, 1.55)
C (0.43, -0.05, 3.34)
C (0.24, 0.48, 4.61)
C (-0.73, 1.44, 4.82)
C (-1.49, 1.88, 3.74)
C (-1.24, 1.32, 2.51)
N (-0.31, 0.38, 2.31)
H (4.38, -3.45, 2.28)
H (3.67, -3.12, 4.65)
H (1.81, -1.58, 5.15)
H (3.13, -2.23, 0.50)
H (0.85, 0.16, 5.44)
H (-0.89, 1.85, 5.81)
H (-2.25, 2.63, 3.86)
H (-1.80, 1.63, 1.63)
C (-2.07, 7.32, -3.91)
C (-1.69, 6.00, -3.26)
C (-2.12, 5.88, -1.79)
C (-1.64, 4.53, -1.23)
Ge (0.15, 4.45, -1.92)
C (1.69, 5.50, -1.48)
C (2.06, 5.49, 0.01)
C (1.00, 6.13, 0.91)
C (1.37, 6.03, 2.38)
H (-1.69, 7.39, -4.93)
H (-1.68, 8.17, -3.35)
H (-3.15, 7.41, -3.95)
H (-0.56, 5.91, -3.31)
H (-2.08, 5.16, -3.83)
H (-3.20, 5.97, -1.69)
H (-1.67, 6.70, -1.22)
H (-2.18, 3.69, -1.67)
H (-1.69, 4.48, -0.15)
H (0.29, 3.47, -3.09)
H (1.45, 6.52, -1.81)
H (2.49, 5.12, -2.13)
H (3.00, 6.04, 0.12)
H (2.25, 4.47, 0.34)
H (0.03, 5.63, 0.75)
H (0.87, 7.17, 0.63)
H (1.49, 4.99, 2.69)
H (0.61, 6.49, 3.01)
H (2.31, 6.55, 2.58)
C (-1.15, -9.44, 0.49)
C (-1.02, -7.96, 0.56)
C (-2.14, -7.15, 0.90)
C (-2.06, -5.79, 0.86)
C (-3.23, -4.92, 1.21)
C (-0.78, -5.20, 0.54)
C (0.36, -6.00, 0.19)
C (1.67, -5.36, -0.18)
C (0.23, -7.35, 0.25)
C (-0.65, -3.71, 0.55)
O (-0.53, -3.04, 1.58)
O (-0.69, -3.25, -0.64)
H (-2.18, -9.77, 0.58)
H (-0.57, -9.89, 1.30)
H (-0.72, -9.82, -0.44)
H (-3.06, -7.63, 1.19)
H (-4.09, -5.53, 1.48)
H (-3.50, -4.29, 0.37)
H (-2.97, -4.28, 2.05)
H (1.77, -4.36, 0.25)
H (1.75, -5.28, -1.27)
H (2.50, -5.97, 0.17)
H (1.08, -7.99, 0.03)

The energy above the lowest of the compared OMol25 structures with the same formula, charge and spin is 0.0000 eV. The value obtained for the HOMO energy (spin up / spin down) is -16.0667 / -14.6172 eV. Its net charge is +3. For the total energy, the calculation gives -112570.41954 eV. As for the LUMO energy (spin up / spin down): -8.790 / -10.141 eV.

Atom charges from the Löwdin analysis, given in e for atoms 1 to 99: atom 1 (Tl): 1.15, atom 2 (C): -0.08, atom 3 (O): -0.25, atom 4 (C): -0.20, atom 5 (C): -0.18, atom 6 (O): -0.30, atom 7 (C): -0.07, atom 8 (H): 0.10, atom 9 (H): 0.08, atom 10 (H): 0.09, atom 11 (H): 0.14, atom 12 (H): 0.10, atom 13 (H): 0.13, atom 14 (H): 0.14, atom 15 (H): 0.11, atom 16 (H): 0.08, atom 17 (H): 0.09, atom 18 (N): -0.02, atom 19 (C): -0.24, atom 20 (C): -0.17, atom 21 (C): -0.23, atom 22 (N): -0.02, atom 23 (H): 0.09, atom 24 (H): 0.08, atom 25 (H): 0.13, atom 26 (H): 0.08, atom 27 (H): 0.12, atom 28 (H): 0.13, atom 29 (H): 0.13, atom 30 (H): 0.10, atom 31 (H): 0.08, atom 32 (H): 0.05, atom 33 (C): -0.02, atom 34 (C): -0.01, atom 35 (C): 0.02, atom 36 (C): -0.22, atom 37 (N): 0.04, atom 38 (C): -0.12, atom 39 (C): -0.19, atom 40 (C): 0.02, atom 41 (C): -0.01, atom 42 (C): -0.02, atom 43 (C): -0.13, atom 44 (N): 0.02, atom 45 (H): 0.12, atom 46 (H): 0.13, atom 47 (H): 0.12, atom 48 (H): 0.10, atom 49 (H): 0.12, atom 50 (H): 0.13, atom 51 (H): 0.12, atom 52 (H): 0.10, atom 53 (C): -0.06, atom 54 (C): -0.30, atom 55 (C): -0.26, atom 56 (C): -0.31, atom 57 (Ge): 1.20, atom 58 (C): -0.29, atom 59 (C): -0.27, atom 60 (C): -0.27, atom 61 (C): -0.09, atom 62 (H): 0.09, atom 63 (H): 0.09, atom 64 (H): 0.10, atom 65 (H): 0.07, atom 66 (H): 0.12, atom 67 (H): 0.13, atom 68 (H): 0.12, atom 69 (H): 0.07, atom 70 (H): 0.07, atom 71 (H): 0.00, atom 72 (H): 0.09, atom 73 (H): 0.08, atom 74 (H): 0.13, atom 75 (H): 0.07, atom 76 (H): 0.08, atom 77 (H): 0.12, atom 78 (H): 0.07, atom 79 (H): 0.08, atom 80 (H): 0.09, atom 81 (C): 0.00, atom 82 (C): -0.14, atom 83 (C): 0.06, atom 84 (C): -0.15, atom 85 (C): 0.01, atom 86 (C): 0.07, atom 87 (C): -0.15, atom 88 (C): 0.00, atom 89 (C): 0.05, atom 90 (C): -0.67, atom 91 (O): 0.01, atom 92 (O): -0.06, atom 93 (H): 0.10, atom 94 (H): 0.13, atom 95 (H): 0.11, atom 96 (H): 0.14, atom 97 (H): 0.10, atom 98 (H): 0.09, atom 99 (H): 0.10

# 3
Density functional theory data (ωB97M-V with the def2-TZVPD basis set) for C21H14Co2NO6 as an isolated structure in a non-equilibrium geometry.

Element x y z (Å)
O (-2.62, 2.21, -1.42)
C (-1.74, 1.54, -1.08)
Co (-0.36, 0.60, -0.62)
C (0.75, 1.95, -0.98)
O (1.31, 2.95, -1.17)
C (-0.95, -0.18, 0.83)
O (-1.41, -0.64, 1.79)
C (-0.32, -1.00, -1.66)
C (-1.54, -1.79, -1.82)
C (-2.01, -2.61, -0.77)
C (-3.28, -3.18, -0.84)
C (-4.07, -3.00, -1.98)
C (-3.56, -2.30, -3.08)
C (-2.29, -1.72, -3.01)
C (0.65, -0.60, -2.64)
C (0.74, 0.02, -3.82)
Co (1.40, -1.07, -1.14)
C (1.55, -1.18, 0.63)
O (1.79, -1.42, 1.73)
C (2.71, -0.01, -1.54)
O (3.61, 0.66, -1.83)
C (2.07, -2.67, -1.49)
O (2.55, -3.70, -1.72)
H (-1.36, -2.78, 0.09)
H (-3.64, -3.78, 0.00)
H (-5.09, -3.40, -2.01)
H (-4.13, -2.21, -4.00)
H (-1.87, -1.16, -3.85)
H (1.74, 0.22, -4.23)
H (-0.15, 0.30, -4.39)
C (0.18, 2.41, 4.96)
C (0.98, 2.26, 3.70)
C (2.37, 2.42, 3.68)
C (3.09, 2.12, 2.53)
C (2.39, 1.68, 1.40)
N (1.07, 1.54, 1.41)
C (0.36, 1.90, 2.48)
H (-0.80, 1.92, 4.84)
H (0.68, 1.94, 5.81)
H (-0.02, 3.45, 5.23)
H (2.88, 2.77, 4.58)
H (4.17, 2.19, 2.46)
H (2.93, 1.46, 0.48)
H (-0.73, 1.88, 2.45)

The energy above the lowest of the compared OMol25 structures with the same formula, charge and spin is 1.1028 eV. The value obtained for the HOMO energy is -2.7645 eV. Its net charge is -1. For the total energy, the calculation gives -111030.64933 eV. As for the LUMO energy: 2.758 eV.

natural (NBO) charges in e: atom 1 (O): -0.56, atom 2 (C): 0.59, atom 3 (Co): -0.01, atom 4 (C): 0.55, atom 5 (O): -0.58, atom 6 (C): 0.50, atom 7 (O): -0.61, atom 8 (C): -0.38, atom 9 (C): -0.07, atom 10 (C): -0.17, atom 11 (C): -0.23, atom 12 (C): -0.27, atom 13 (C): -0.21, atom 14 (C): -0.22, atom 15 (C): -0.07, atom 16 (C): -0.61, atom 17 (Co): -0.15, atom 18 (C): 0.57, atom 19 (O): -0.56, atom 20 (C): 0.58, atom 21 (O): -0.55, atom 22 (C): 0.62, atom 23 (O): -0.52, atom 24 (H): 0.20, atom 25 (H): 0.20, atom 26 (H): 0.20, atom 27 (H): 0.20, atom 28 (H): 0.21, atom 29 (H): 0.18, atom 30 (H): 0.19, atom 31 (C): -0.63, atom 32 (C): -0.05, atom 33 (C): -0.18, atom 34 (C): -0.25, atom 35 (C): 0.04, atom 36 (N): -0.44, atom 37 (C): 0.06, atom 38 (H): 0.22, atom 39 (H): 0.21, atom 40 (H): 0.21, atom 41 (H): 0.20, atom 42 (H): 0.21, atom 43 (H): 0.20, atom 44 (H): 0.20

# 4
Density functional theory data (ωB97M-V with the def2-TZVPD basis set) for C3H12Cl2MgN6O3 as an isolated structure in a non-equilibrium geometry.

Element x y z (Å)
Mg (-0.71, 0.49, -0.51)
Cl (0.22, 2.41, -1.60)
Cl (-3.03, 0.54, 0.19)
C (0.38, -1.80, 1.24)
O (-0.19, -1.16, 0.36)
N (-0.16, -2.44, 2.24)
N (1.60, -1.98, 1.06)
H (0.42, -2.95, 2.88)
H (-1.04, -2.06, 2.57)
H (2.13, -2.41, 1.80)
H (1.98, -1.35, 0.37)
C (-0.62, -0.66, -3.52)
O (-0.73, -0.67, -2.27)
N (-0.57, 0.40, -4.21)
N (-0.57, -1.75, -4.35)
H (-0.60, 0.45, -5.21)
H (-0.48, 1.21, -3.61)
H (-0.43, -2.66, -3.92)
H (-0.32, -1.74, -5.33)
C (0.23, 1.88, 2.37)
O (-0.20, 1.40, 1.33)
N (-0.22, 1.88, 3.61)
N (1.06, 2.75, 2.24)
H (-1.19, 1.59, 3.64)
H (0.14, 2.56, 4.26)
H (1.60, 2.96, 3.07)
H (1.28, 3.11, 1.32)

The value obtained for the HOMO energy (spin up / spin down) is 0.4367 / -5.3195 eV. Its net charge is -1. As for the multiplicity: 2. For the total energy, the calculation gives -48884.44041 eV. As for the LUMO energy (spin up / spin down): 2.501 / 2.497 eV.

natural (NBO) charges in e: atom 1 (Mg): 1.71, atom 2 (Cl): -0.90, atom 3 (Cl): -0.92, atom 4 (C): 0.62, atom 5 (O): -0.84, atom 6 (N): -0.87, atom 7 (N): -0.91, atom 8 (H): 0.29, atom 9 (H): 0.40, atom 10 (H): 0.26, atom 11 (H): 0.40, atom 12 (C): 0.80, atom 13 (O): -0.76, atom 14 (N): -0.80, atom 15 (N): -0.85, atom 16 (H): 0.39, atom 17 (H): 0.45, atom 18 (H): 0.40, atom 19 (H): 0.38, atom 20 (C): 0.66, atom 21 (O): -0.78, atom 22 (N): -0.87, atom 23 (N): -0.80, atom 24 (H): 0.41, atom 25 (H): 0.37, atom 26 (H): 0.34, atom 27 (H): 0.43